ORCA calculation (ωB97M-V/def2-TZVPD) on C30H79ClNO23P5Si2 as an isolated structure.

Cartesian coordinates (Å):
1 O -1.4241 -4.9666 -1.9335
2 N -1.1117 -4.9802 -3.1178
3 O -0.2716 -3.9565 -3.4069
4 Si -1.1487 -2.4512 -3.6618
5 Cl 0.1855 -0.8449 -3.0298
6 O -2.6013 -2.2666 -2.6905
7 Si -4.0684 -2.5486 -3.6154
8 H -1.3718 -2.2340 -5.1075
9 H -3.9314 -3.4885 -4.7217
10 H -5.0325 -3.1700 -2.6709
11 H -4.7240 -1.2864 -4.0383
12 O -3.8485 3.2616 -1.2078
13 P -2.4554 3.8594 -0.8925
14 O -2.0416 2.6837 0.1976
15 C -1.5645 1.4526 -0.3162
16 C -0.1946 1.6014 -0.9527
17 O -3.0318 4.9809 0.2027
18 C -4.3879 5.4044 0.1223
19 C -5.2971 4.5168 0.9607
20 O -0.8988 4.5272 -0.5401
21 C -0.3228 5.2246 -1.6315
22 C -1.1929 6.3777 -2.1168
23 H -2.2834 1.0449 -1.0337
24 H -1.4981 0.7542 0.5229
25 H -0.2546 2.2019 -1.8653
26 H 0.2191 0.6257 -1.2201
27 H 0.5000 2.1086 -0.2749
28 H -4.7159 5.4423 -0.9249
29 H -4.4409 6.4317 0.4965
30 H -5.0656 3.4527 0.8552
31 H -6.3467 4.6708 0.6888
32 H -5.1795 4.7502 2.0228
33 H -0.1385 4.5258 -2.4516
34 H 0.6495 5.6156 -1.3007
35 H -2.1469 6.0199 -2.5091
36 H -0.6883 6.9328 -2.9143
37 H -1.4193 7.0663 -1.2941
38 O 2.4848 5.9471 4.2799
39 P 1.3781 4.9450 4.6902
40 O 2.1152 4.4921 6.1020
41 C 1.9670 5.3472 7.2220
42 C 0.5438 5.3421 7.7495
43 O 1.9552 3.7036 3.7335
44 C 2.7590 4.0096 2.5998
45 C 4.2365 4.0563 2.9635
46 O 0.1416 3.8253 5.1487
47 C -1.1479 4.1852 4.6828
48 C -1.2110 4.3079 3.1652
49 H 2.2797 6.3626 6.9592
50 H 2.6416 4.9816 8.0015
51 H -0.1365 5.8125 7.0333
52 H 0.4747 5.8946 8.6901
53 H 0.1889 4.3189 7.9112
54 H 2.4278 4.9491 2.1377
55 H 2.5956 3.2271 1.8520
56 H 4.4251 4.5799 3.9054
57 H 4.8145 4.5473 2.1734
58 H 4.6263 3.0429 3.0950
59 H -1.4505 5.1278 5.1460
60 H -1.8506 3.4086 5.0153
61 H -0.5678 5.1123 2.8029
62 H -2.2336 4.5213 2.8374
63 H -0.8713 3.3818 2.6863
64 O -1.2627 -1.9754 7.3896
65 P 0.1304 -1.3776 7.7049
66 O 0.5442 -2.5532 8.7950
67 C 1.0213 -3.7844 8.2812
68 C 2.3912 -3.6356 7.6447
69 O -0.4459 -0.2561 8.8001
70 C -1.8021 0.1674 8.7197
71 C -2.7113 -0.7202 9.5581
72 O 1.6870 -0.7097 8.0573
73 C 2.2630 -0.0123 6.9659
74 C 1.3929 1.1407 6.4806
75 H 0.3024 -4.1920 7.5636
76 H 1.0877 -4.4828 9.1203
77 H 2.3312 -3.0350 6.7321
78 H 2.8049 -4.6113 7.3773
79 H 3.0858 -3.1284 8.3225
80 H -2.1301 0.2054 7.6725
81 H -1.8551 1.1948 9.0939
82 H -2.4798 -1.7842 9.4526
83 H -3.7609 -0.5662 9.2862
84 H -2.5937 -0.4868 10.6202
85 H 2.4473 -0.7112 6.1458
86 H 3.2353 0.3786 7.2966
87 H 0.4389 0.7830 6.0883
88 H 1.8975 1.6959 5.6831
89 H 1.1666 1.8293 7.3033
90 O -0.8152 3.6982 -8.2407
91 P -1.9219 2.6960 -7.8303
92 O -1.1848 2.2432 -6.4185
93 C -1.3330 3.0982 -5.2986
94 C -2.7562 3.0932 -4.7710
95 O -1.3448 1.4547 -8.7870
96 C -0.5410 1.7606 -9.9207
97 C 0.9365 1.8074 -9.5571
98 O -3.1584 1.5763 -7.3718
99 C -4.4479 1.9362 -7.8378
100 C -4.5110 2.0589 -9.3553
101 H -1.0203 4.1136 -5.5614
102 H -0.6584 2.7327 -4.5191
103 H -3.4365 3.5635 -5.4872
104 H -2.8253 3.6456 -3.8305
105 H -3.1111 2.0699 -4.6093
106 H -0.8722 2.7001 -10.3828
107 H -0.7044 0.9781 -10.6685
108 H 1.1251 2.3309 -8.6151
109 H 1.5145 2.2984 -10.3472
110 H 1.3263 0.7939 -9.4255
111 H -4.7505 2.8789 -7.3746
112 H -5.1506 1.1596 -7.5052
113 H -3.8678 2.8634 -9.7177
114 H -5.5336 2.2723 -9.6831
115 H -4.1713 1.1328 -9.8342
116 O 2.4855 -8.7954 -1.2495
117 P 3.4988 -8.7612 -2.4198
118 O 4.6230 -7.8584 -1.6059
119 C 5.4699 -8.5344 -0.6931
120 C 6.4507 -9.4477 -1.4057
121 O 2.7440 -7.5036 -3.2185
122 C 1.3611 -7.2585 -2.9890
123 C 1.1535 -6.2925 -1.8309
124 O 4.6309 -8.7231 -3.7274
125 C 4.5777 -9.8729 -4.5547
126 C 3.2022 -10.0876 -5.1744
127 H 4.8675 -9.0979 0.0264
128 H 6.0248 -7.7720 -0.1388
129 H 5.9285 -10.2887 -1.8717
130 H 7.1838 -9.8552 -0.7049
131 H 6.9788 -8.9119 -2.2013
132 H 0.8265 -8.2037 -2.8261
133 H 0.9418 -6.8237 -3.9018
134 H 1.8038 -6.5072 -0.9777
135 H 0.1138 -6.3170 -1.4878
136 H 1.3882 -5.2710 -2.1433
137 H 4.8657 -10.7520 -3.9725
138 H 5.3212 -9.7428 -5.3535
139 H 2.4461 -10.2796 -4.4105
140 H 3.2157 -10.9435 -5.8570
141 H 2.8829 -9.1971 -5.7288

HOMO level = -0.3538 Eh
Molar mass = 1068.4 g/mol
Largest force on an atom = 9.97 eV/Å